Record 1
Here is a structure of composition C38H89B5F20MnN11O7 in a non-equilibrium geometry from the Open Molecules 2025 dataset. Energies are from ωB97M-V/def2-TZVPD.

## Properties
orbital gap (alpha / beta): 7.57 / 7.58 eV
total charge: +3
multiplicity: 6
energy: -5902.71362 a.u.

```
171
Properties=species:S:1:pos:R:3:lowdin_spin:R:1
Mn -3.191 -1.500 -1.126 4.734
N -0.268 0.405 -1.227 0.004
O 0.583 0.151 -2.155 0.003
O -1.312 -0.176 -1.282 0.026
O -0.004 1.072 -0.281 0.003
C -1.629 4.702 2.945 0.000
C -2.168 3.629 4.013 0.000
N -3.643 3.225 4.043 0.000
C -4.644 4.103 3.781 0.000
C -5.803 3.342 3.932 0.000
N -5.523 1.965 3.994 0.000
C -4.121 1.922 4.067 0.000
C -6.329 0.811 4.236 0.000
H -1.326 4.212 2.020 0.000
H -0.732 5.199 3.313 0.000
H -2.251 5.573 2.737 0.000
H -2.003 4.037 5.010 0.000
H -1.634 2.682 3.932 0.000
H -4.348 5.141 3.729 0.000
H -6.834 3.647 4.035 0.000
H -3.521 1.024 4.078 0.000
H -7.377 1.026 4.028 0.000
H -6.281 0.478 5.273 0.000
H -5.981 0.096 3.491 0.000
C 3.887 -5.907 -0.364 0.000
C 4.980 -4.942 -0.271 0.000
N 4.702 -3.662 -0.860 0.000
C 3.608 -2.809 -0.646 0.000
C 3.703 -1.656 -1.343 0.000
N 4.830 -1.807 -2.137 0.000
C 5.428 -3.104 -1.835 0.000
C 5.333 -0.947 -3.164 0.000
H 2.988 -5.673 0.207 0.000
H 4.192 -6.854 0.082 0.000
H 3.691 -5.974 -1.434 0.000
H 5.888 -5.304 -0.751 0.000
H 5.343 -4.752 0.739 0.000
H 2.828 -3.090 0.046 0.000
H 3.120 -0.748 -1.405 0.000
H 6.384 -3.455 -2.195 0.000
H 5.677 -1.500 -4.039 0.000
H 6.150 -0.327 -2.795 0.000
H 4.653 -0.134 -3.418 0.000
C -1.874 3.485 -2.080 0.000
C -2.152 3.438 -0.555 0.000
N -3.368 4.108 -0.344 0.000
C -4.583 3.483 -0.509 0.000
C -5.587 4.403 -0.397 0.000
N -4.999 5.574 -0.026 0.000
C -3.678 5.309 0.259 0.000
C -5.528 6.865 0.165 0.000
H -2.560 2.898 -2.690 0.000
H -0.900 3.016 -2.223 0.000
H -1.843 4.504 -2.467 0.000
H -1.419 4.004 0.020 0.000
H -2.256 2.425 -0.168 0.000
H -4.637 2.478 -0.900 0.000
H -6.651 4.239 -0.486 0.000
H -2.887 6.012 0.476 0.000
H -6.573 6.819 0.474 0.000
H -5.323 7.329 -0.800 0.000
H -5.217 7.428 1.045 0.000
C 1.470 1.660 3.137 0.000
N 3.011 1.655 3.169 0.000
C 3.610 1.068 4.563 0.000
C 3.424 0.772 1.981 0.000
C 3.528 2.985 2.870 0.000
C 3.014 4.190 3.823 0.000
O 3.748 4.154 4.990 0.000
H 1.094 2.058 4.080 0.000
H 1.134 0.655 2.883 0.000
H 1.188 2.251 2.266 0.000
H 3.177 0.068 4.552 0.000
H 3.099 1.625 5.349 0.000
H 4.695 0.968 4.544 0.000
H 4.511 0.690 1.950 0.000
H 3.133 1.203 1.023 0.000
H 3.072 -0.254 2.080 0.000
H 3.121 3.231 1.889 0.000
H 4.616 2.923 2.857 0.000
H 1.937 4.260 3.976 0.000
H 3.320 5.135 3.375 0.000
H 3.688 5.061 5.299 0.000
C 2.852 -2.809 -6.447 0.000
N 1.445 -2.921 -5.705 0.000
C 1.808 -2.622 -4.138 0.000
C 0.621 -1.798 -6.341 0.000
C 0.709 -4.345 -5.872 0.000
C 0.128 -4.622 -7.237 0.000
O -0.299 -5.952 -7.382 0.000
H 3.441 -1.918 -6.233 0.000
H 2.526 -2.889 -7.484 0.000
H 3.466 -3.662 -6.156 0.000
H 2.584 -1.860 -4.051 0.000
H 2.314 -3.570 -3.957 0.000
H 0.973 -2.553 -3.441 0.000
H 1.088 -0.840 -6.111 0.000
H -0.338 -1.620 -5.854 0.000
H 0.319 -2.074 -7.351 0.000
H -0.124 -4.278 -5.173 0.000
H 1.550 -5.009 -5.669 0.000
H 0.976 -4.544 -7.917 0.000
H -0.743 -3.995 -7.430 0.000
H -0.088 -6.360 -8.225 0.000
C -1.031 -5.279 2.135 0.000
N -1.596 -4.783 3.499 0.000
C -3.138 -5.106 3.534 0.000
C -0.875 -5.674 4.581 0.000
C -1.170 -3.368 3.625 0.000
C -1.947 -2.493 4.527 0.000
O -2.047 -2.931 5.861 0.000
H -1.639 -4.816 1.358 0.000
H -1.048 -6.369 2.149 0.000
H -0.034 -4.862 1.995 0.000
H -3.325 -6.163 3.349 0.000
H -3.625 -4.354 2.912 0.000
H -3.389 -5.019 4.591 0.000
H 0.211 -5.739 4.645 0.000
H -1.169 -6.712 4.428 0.000
H -1.280 -5.290 5.517 0.000
H -1.262 -2.985 2.609 0.000
H -0.153 -3.277 4.006 0.000
H -2.970 -2.630 4.176 0.000
H -1.946 -1.416 4.361 0.000
H -2.865 -2.601 6.239 0.000
C 4.110 5.111 -1.239 0.000
N 3.141 4.261 -2.016 0.000
C 1.841 4.062 -1.156 0.000
C 2.631 5.054 -3.185 0.000
C 3.708 2.908 -2.505 0.000
C 5.209 2.800 -2.979 0.000
O 5.405 3.441 -4.121 0.000
H 3.739 6.125 -1.088 0.000
H 5.055 5.215 -1.771 0.000
H 4.218 4.712 -0.230 0.000
H 1.084 3.498 -1.701 0.000
H 1.372 4.999 -0.856 0.000
H 2.129 3.440 -0.309 0.000
H 1.751 4.474 -3.463 0.000
H 3.463 5.029 -3.888 0.000
H 2.426 6.101 -2.959 0.000
H 3.007 2.318 -3.096 0.000
H 3.591 2.417 -1.539 0.000
H 5.513 1.754 -3.008 0.000
H 5.894 3.190 -2.226 0.000
H 5.665 2.879 -4.855 0.000
B -4.100 0.218 -2.970 0.003
F -5.214 0.764 -3.515 0.001
F -3.860 0.505 -1.662 0.029
F -4.230 -1.153 -3.075 0.031
F -3.053 0.542 -3.715 0.001
B -2.869 -0.814 1.530 0.003
F -3.267 0.181 0.674 0.016
F -1.596 -0.714 1.858 0.000
F -3.736 -0.866 2.510 0.001
F -2.886 -2.057 0.819 0.044
B -6.069 -2.564 -0.172 0.003
F -5.180 -1.683 -0.629 0.043
F -6.908 -1.877 0.549 0.001
F -6.697 -2.934 -1.331 0.001
F -5.385 -3.521 0.486 0.000
B 2.800 -2.856 3.369 0.000
F 3.924 -2.157 3.352 0.000
F 3.125 -3.942 2.558 0.000
F 2.436 -3.344 4.630 0.000
F 1.782 -2.140 2.735 0.000
B -2.290 -3.905 -2.446 0.002
F -1.807 -2.828 -3.041 0.011
F -1.344 -4.469 -1.624 0.001
F -3.374 -3.553 -1.650 0.039
F -2.658 -4.812 -3.429 0.001
```

=====

Record 2
Here is an isolated molecule of C4H8O2 in a non-equilibrium geometry from the Open Molecules 2025 dataset. Energies are from ωB97M-V/def2-TZVPD.

## Properties
orbital gap (alpha / beta): 9.21 / 8.22 eV
relative energy (zero: lowest compared OMol25 entry of this formula, charge and spin): 532.6 kJ/mol
total charge: 0
energy: -307.50957 a.u.

```
14
Properties=species:S:1:pos:R:3:nbo_charge:R:1
O -1.545 0.939 -0.182 -0.706
C -1.341 -0.437 -0.044 -0.066
C 0.133 -0.688 0.451 -0.016
C 0.935 -0.870 -0.767 -0.357
C 1.380 1.168 0.349 -0.038
O 0.600 0.437 1.173 -0.510
H -1.139 1.340 0.602 0.475
H -2.022 -0.922 0.663 0.162
H -1.536 -0.870 -1.034 0.187
H 0.174 -1.509 1.171 0.199
H 0.842 -1.908 -1.139 0.182
H 0.725 -0.165 -1.556 0.174
H 0.957 1.485 -0.597 0.153
H 1.836 1.999 0.911 0.161
```

=====

Record 3
Here is a structure of composition C38H55BHfN10O2S5 in a non-equilibrium geometry from the Open Molecules 2025 dataset. Energies are from ωB97M-V/def2-TZVPD.

## Properties
orbital gap: 6.75 eV
relative energy (zero: lowest compared OMol25 entry of this formula, charge and spin): 309.3 kJ/mol
total charge: +2
energy: -4242.57941 a.u.

```
112
Properties=species:S:1:pos:R:3:lowdin_charge:R:1
Hf 10.749 3.195 19.837 0.829
C 12.082 2.595 13.703 -0.072
C 11.272 3.789 14.055 -0.220
C 10.489 4.425 13.138 0.083
C 9.726 5.570 13.519 -0.194
N 9.689 6.009 14.759 0.204
N 10.360 5.255 15.673 -0.040
B 10.159 5.681 17.085 -0.870
N 11.347 6.377 17.828 0.016
N 11.983 6.973 16.759 0.207
C 12.785 8.048 17.021 -0.172
C 13.079 8.288 18.434 0.090
C 12.479 7.632 19.481 -0.233
C 12.772 8.164 20.881 -0.024
C 11.475 6.700 19.115 -0.569
S 10.830 5.663 20.330 0.657
C 13.339 8.797 15.924 -0.524
C 14.922 8.804 15.884 -0.002
C 12.909 8.199 14.584 -0.058
C 12.731 10.284 16.078 0.015
N 8.921 6.540 17.312 0.005
N 8.624 7.762 16.982 0.216
C 7.407 8.169 17.203 -0.146
C 6.438 7.280 17.831 0.093
C 6.810 6.079 18.279 -0.176
C 5.819 5.214 19.088 0.008
C 8.080 5.635 17.876 -0.365
S 9.035 4.150 17.797 0.921
C 6.870 9.530 16.748 -0.564
C 5.874 9.304 15.634 -0.041
C 8.026 10.325 16.151 -0.059
C 6.278 10.311 17.924 -0.022
C 11.210 4.230 15.424 -0.627
S 12.067 3.504 16.682 0.731
C 8.976 6.385 12.492 -0.554
C 8.356 7.615 13.127 -0.067
C 7.996 5.474 11.855 -0.051
C 10.071 6.939 11.482 -0.009
H 12.080 2.362 12.607 0.109
H 11.810 1.680 14.219 0.070
H 13.100 2.508 14.171 0.082
H 10.442 4.068 12.174 0.105
H 13.888 9.028 18.652 0.149
H 12.362 7.525 21.678 0.065
H 12.230 9.095 20.944 0.096
H 13.834 8.266 20.997 0.087
H 15.195 7.753 16.048 0.097
H 15.271 9.427 16.705 0.077
H 15.214 9.287 14.964 0.089
H 13.468 7.226 14.515 0.106
H 13.291 8.713 13.744 0.074
H 11.856 8.001 14.417 0.062
H 13.014 10.674 17.062 0.079
H 11.656 10.194 16.071 0.074
H 13.183 10.910 15.319 0.091
H 5.491 7.665 18.049 0.118
H 5.154 5.967 19.541 0.097
H 6.295 4.746 19.914 0.015
H 5.296 4.511 18.445 0.101
H 6.356 8.665 14.825 0.084
H 5.469 10.192 15.146 0.103
H 5.000 8.674 15.908 0.095
H 8.464 9.866 15.189 0.103
H 8.764 10.500 16.883 0.064
H 7.648 11.316 15.898 0.092
H 5.236 9.958 18.072 0.094
H 6.234 11.330 17.619 0.079
H 6.805 10.166 18.895 0.109
H 7.669 7.227 13.969 0.092
H 7.817 8.284 12.498 0.083
H 9.138 8.225 13.639 0.081
H 7.186 5.158 12.581 0.114
H 8.366 4.489 11.532 0.085
H 7.526 5.905 10.948 0.109
H 10.884 7.387 12.057 0.075
H 9.710 7.757 10.821 0.103
H 10.444 6.152 10.853 0.074
C 7.156 2.851 23.446 -0.084
C 8.427 2.738 22.611 -0.711
S 8.370 3.100 20.886 0.555
C 9.600 2.546 23.161 -0.697
C 9.850 2.200 24.607 -0.111
S 11.057 2.486 22.107 0.579
H 6.979 3.857 23.734 0.075
H 7.162 2.327 24.380 0.062
H 6.288 2.464 22.904 0.078
H 10.429 2.960 25.184 0.101
H 10.292 1.233 24.799 0.075
H 8.945 1.994 25.174 0.065
N 8.956 0.140 19.750 0.213
C 9.932 0.378 18.910 -0.575
N 10.419 -0.671 18.229 0.217
O 10.431 1.547 18.715 -0.265
H 8.590 -0.795 19.902 0.148
H 8.485 0.960 20.137 0.019
H 9.929 -1.567 18.272 0.145
H 11.044 -0.430 17.484 0.118
N 14.606 -0.087 17.034 0.150
C 15.392 0.278 18.107 -0.492
O 16.411 -0.276 18.486 0.106
C 14.917 1.488 18.843 -0.104
C 15.807 2.404 19.435 0.024
C 15.320 3.399 20.193 -0.004
C 13.911 3.600 20.261 -0.117
N 13.044 2.816 19.657 -0.103
C 13.582 1.756 19.067 -0.133
H 15.129 -0.806 16.492 0.135
H 14.207 0.712 16.484 0.116
H 16.849 2.138 19.267 0.143
H 15.970 4.243 20.498 0.137
H 13.576 4.524 20.706 0.097
H 12.857 0.910 18.740 0.139
```

=====

Record 4
Here is a structure of composition C32H26BrIN6OPtS in a non-equilibrium geometry from the Open Molecules 2025 dataset. Energies are from ωB97M-V/def2-TZVPD.

## Properties
orbital gap (alpha / beta): 5.01 / 5.54 eV
relative energy (zero: lowest compared OMol25 entry of this formula, charge and spin): 0.0 kJ/mol
total charge: -1
multiplicity: 2
energy: -5027.93173 a.u.

```
69
Properties=species:S:1:pos:R:3:lowdin_spin:R:1
Pt 0.404 -0.161 -0.097 0.018
S -0.401 -0.648 2.238 -0.010
C -0.878 1.068 2.494 0.003
N -1.895 1.408 3.236 0.174
N -2.575 0.397 3.873 0.041
C -3.947 0.448 3.957 0.006
C -4.668 1.587 3.572 0.009
C -6.051 1.577 3.610 0.000
C -6.749 0.453 4.035 0.009
C -6.034 -0.661 4.458 0.000
C -4.652 -0.666 4.434 0.006
N -0.105 2.053 1.992 0.317
N 0.615 1.801 0.932 0.229
C 1.646 2.664 0.673 0.021
C 2.299 2.629 -0.573 0.045
C 3.378 3.446 -0.835 0.001
C 3.841 4.342 0.128 0.066
C 3.179 4.418 1.347 -0.001
C 2.098 3.601 1.626 0.055
H -2.164 -0.526 3.761 0.000
H -4.117 2.448 3.221 0.001
H -6.593 2.458 3.288 0.000
H -7.832 0.440 4.026 0.001
H -6.563 -1.543 4.800 0.000
H -4.100 -1.540 4.763 0.000
H 1.916 1.941 -1.316 0.001
H 3.864 3.393 -1.799 -0.002
H 4.698 4.975 -0.072 0.005
H 3.514 5.132 2.093 -0.002
H 1.592 3.649 2.581 0.006
Br 0.745 1.253 -4.637 0.000
C 2.531 0.887 -4.120 0.000
C 3.538 1.669 -4.662 0.000
C 4.861 1.433 -4.321 0.000
C 5.167 0.421 -3.421 0.000
C 4.161 -0.352 -2.871 0.000
C 2.834 -0.133 -3.219 0.000
I 1.355 -1.395 -2.418 -0.001
H 3.279 2.468 -5.343 0.000
H 5.642 2.048 -4.745 0.000
H 6.197 0.231 -3.149 0.000
H 4.396 -1.131 -2.158 0.000
C -1.524 0.119 -0.914 -0.004
C -2.301 -1.100 -0.646 0.000
C -3.233 -1.159 0.400 0.001
C -3.904 -2.320 0.706 0.000
C -3.686 -3.480 -0.045 0.001
C -2.796 -3.429 -1.123 0.000
C -2.135 -2.259 -1.421 0.001
C -4.388 -4.684 0.238 0.000
N -4.959 -5.663 0.447 0.000
H -1.952 1.010 -0.459 -0.001
H -1.340 0.265 -1.979 0.000
H -3.425 -0.264 0.978 0.000
H -4.604 -2.343 1.531 0.000
H -2.639 -4.320 -1.718 0.000
H -1.465 -2.228 -2.273 0.000
O 2.680 -0.495 0.419 0.003
N 2.999 -0.509 1.688 0.001
C 2.746 -1.591 2.450 0.000
C 3.041 -1.600 3.795 -0.001
C 3.575 -0.471 4.392 0.000
C 3.839 0.630 3.589 0.000
C 3.564 0.582 2.243 0.001
H 2.299 -2.423 1.930 0.000
H 2.811 -2.482 4.374 0.000
H 3.768 -0.445 5.455 0.000
H 4.258 1.535 4.004 0.000
H 3.747 1.401 1.563 0.000
```

=====

> Which value of total charge does entry 2 give?

0

=====

> Which of these has the lowest total charge?

C32H26BrIN6OPtS

=====

> total charge of number 1 (C38H89B5F20MnN11O7)?

+3